DFT (ωB97M-V/def2-TZVPD) results for an isolated ion of composition C3H4NO and charge +1 at a distorted geometry.

The geometry in XYZ format:
```
9
C3H4NO, DFT ωB97M-V/def2-TZVPD
C 0.35728 -1.34814 -0.83879
C -0.16522 -0.59290 0.13316
C 0.24653 0.96596 0.30795
N -0.51329 1.71907 0.89434
O -1.16612 2.33233 1.56301
H 0.08991 -2.32843 -0.97989
H 0.97250 -0.99130 -1.71729
H -0.98309 -1.00671 0.75892
H 1.16149 1.25012 -0.12140
```

Calculated values
SMILES: C=CC=[N+]=O
Electronic energy, hartree: -246.24897
Charge: +1
Largest force on an atom, hartree/bohr: 0.090
Energy relative to the best compared isomer or geometry (same formula, charge and spin), kJ/mol: 375.8

Here are the Löwdin charges for atoms 1 to 6, given in e:
1 C 0.078
2 C -0.045
3 C 0.085
4 N 0.041
5 O 0.380
6 H 0.054